{
  "formula": "C9H8BCl16N2O4",
  "method": "ωB97M-V/def2-TZVPD",
  "e_homo_ev": -5.375,
  "e_lumo_ev": 1.81,
  "orbital_gap_ev": 7.19,
  "charge": -1,
  "relative_energy_kcal_mol": 70.54,
  "species": ["Cl", "N", "Cl", "Cl", "Cl", "C", "C", "Cl", "H", "Cl", "Cl", "C", "H", "Cl", "N", "O", "O", "Cl", "C", "Cl", "H", "Cl", "C", "H", "C", "H", "Cl", "Cl", "Cl", "O", "Cl", "C", "H", "C", "H", "O", "Cl", "H", "C", "B"],
  "positions_angstrom": [[-5.90079, 3.43082, -2.25380], [-0.39367, -1.44279, -0.30268], [4.50071, -1.95040, 1.00207], [-0.15346, 4.86368, -2.13571], [-6.65771, 0.77356, -3.14165], [-2.72262, 0.08067, -0.39736], [-0.32376, -0.45457, 2.11271], [8.15752, 0.67665, 3.06748], [-3.11363, 0.85493, -1.16931], [0.67980, 2.66167, -0.43429], [0.67550, 2.34319, -3.31486], [-3.92649, -0.96665, -0.16147], [-1.83048, -1.97293, 1.31030], [2.09816, -1.01403, 2.34095], [0.09483, -2.87360, 1.56849], [-0.99826, -0.18284, -2.39005], [-0.22649, -0.76768, 3.36527], [2.63925, 4.07007, -2.05229], [-0.66272, -3.87373, 1.86472], [7.44656, -1.30346, 1.06848], [-3.88756, -1.87543, -0.87983], [8.74671, 1.16527, 0.26709], [0.96094, 3.48611, -1.98284], [-4.91701, -0.38742, -0.31064], [7.58652, 0.43670, 1.40119], [-0.57842, 0.70787, -2.25191], [4.62868, -1.04957, 3.76145], [-5.89800, 2.79123, -5.08534], [-3.89434, 1.63476, -3.33275], [-0.03184, 0.83968, 1.71197], [6.00046, 1.21047, 1.20206], [3.62771, -1.88863, 2.55295], [-3.90804, -1.32943, 0.94011], [-5.58681, 2.15736, -3.45335], [0.55724, -1.03794, -0.35504], [-1.52397, -4.75335, 2.10708], [3.29389, -3.54516, 3.10890], [-2.45569, 0.71050, 0.53832], [-0.74525, -1.67077, 1.12078], [-1.35743, -0.55481, -1.00722]],
  "forces_ev_per_angstrom": [[0.028, -0.200, -0.192], [-2.057, 1.771, 0.731], [-0.553, -0.301, 0.129], [0.146, -0.146, -0.066], [0.156, 0.227, -0.049], [-0.499, 0.613, -0.429], [0.534, 3.945, 3.058], [-0.067, -0.037, -0.250], [0.844, -1.409, 1.415], [-0.039, -0.033, -0.430], [0.153, 0.320, -0.006], [-0.171, 0.445, 0.648], [1.375, 0.986, -0.693], [2.417, -0.240, 0.441], [-3.763, -4.567, 1.183], [0.279, 0.738, 2.399], [-1.327, 0.344, -3.855], [-0.200, -0.042, -0.079], [-1.878, 0.498, -0.286], [0.668, 0.532, 0.103], [-0.091, 1.563, 1.220], [-0.110, -0.072, 0.142], [-0.021, -0.100, 0.585], [1.452, -1.181, 0.212], [-0.232, -0.093, -0.023], [-0.573, -1.046, -0.572], [0.015, -0.150, -0.085], [-0.005, -0.068, 0.203], [-0.479, 0.148, -0.275], [-1.454, -5.591, 0.043], [0.392, -0.093, 0.025], [-0.732, 0.340, -0.364], [-0.124, 0.379, -1.933], [0.253, -0.054, 0.048], [-0.567, -0.649, -0.120], [4.941, 4.123, -1.071], [0.148, 0.149, -0.044], [-0.512, -1.286, -1.250], [0.839, 0.317, 0.186], [0.815, -0.082, -0.698]],
  "nbo_charge": [0.05, -0.90, 0.01, 0.03, 0.05, -0.83, 0.69, 0.04, 0.22, 0.12, 0.04, -0.62, 0.21, 0.14, -0.56, -0.96, -0.71, 0.03, 0.87, 0.06, 0.21, 0.04, -0.23, 0.20, -0.21, 0.49, 0.02, 0.04, 0.09, -0.82, 0.07, -0.21, 0.21, -0.22, 0.41, -0.56, 0.03, 0.27, 0.03, 1.14]
}

***

{
  "formula": "C9H8F10O4P",
  "method": "ωB97M-V/def2-TZVPD",
  "e_homo_ev": -8.154,
  "e_lumo_ev": 1.80,
  "orbital_gap_ev": 9.95,
  "charge": -1,
  "relative_energy_kcal_mol": 0.00,
  "species": ["F", "F", "H", "C", "O", "O", "F", "C", "H", "F", "C", "H", "C", "F", "H", "F", "F", "P", "H", "C", "O", "H", "O", "F", "C", "F", "H", "C", "C", "H", "C", "F"],
  "positions_angstrom": [[0.06697, -1.57690, 4.17270], [-1.80939, -1.06026, 3.19380], [0.44917, 2.60139, 0.43038], [-0.47365, -1.06268, 3.05035], [2.62563, 0.89926, -1.12360], [2.93289, -2.74978, 1.16283], [-1.23979, -0.63297, -2.45475], [-0.04108, -1.93618, 1.81091], [-1.18440, 0.04991, 0.58641], [-0.83308, -1.83738, -4.28373], [2.28657, 0.21888, -0.22848], [-2.08278, 3.36453, 1.14785], [-1.65961, 2.80758, 0.32324], [1.74791, -0.78540, -3.49509], [-0.11048, -0.04883, 2.93365], [0.43474, -3.11647, 2.26444], [0.44245, -2.09832, -2.47317], [0.10088, -0.78606, -3.42188], [-0.41740, 1.99340, 1.86190], [1.00699, -1.21373, 1.04286], [-2.71405, 1.98493, -0.14787], [-0.56500, 0.78309, -0.90468], [3.14795, -0.52386, 0.58621], [0.19067, -0.10375, -4.92331], [-0.40271, 0.64131, 0.14722], [-1.12761, -2.20742, 1.06671], [-2.59416, 1.81208, -1.08371], [0.89575, -0.09691, 0.32762], [2.44791, -1.64565, 0.97755], [-1.39311, 3.52508, -0.44625], [-0.39922, 2.02677, 0.78039], [0.27102, 0.77433, -2.88048]],
  "forces_ev_per_angstrom": [[0.136, -0.069, 0.217], [-0.236, -0.006, 0.021], [0.434, 0.034, 0.187], [0.115, -0.299, -0.311], [0.352, 0.372, 0.160], [-0.637, 2.812, -0.208], [-0.538, 0.006, -0.502], [-0.039, -0.077, 0.487], [-0.449, -0.203, -0.203], [0.567, -0.455, 0.159], [-1.313, -0.079, 0.957], [-0.007, 0.188, 0.292], [-0.062, -0.243, -0.236], [-0.144, -0.224, -0.546], [-0.095, 0.319, 0.011], [-0.081, -0.052, 0.050], [-0.208, 0.516, 0.727], [0.135, -0.289, -0.706], [0.318, -0.142, 0.345], [1.265, -0.282, -0.434], [-0.234, 0.068, 0.235], [-0.189, -0.293, -0.494], [0.963, -0.735, -1.001], [-0.492, 0.565, 0.289], [1.321, 0.379, 0.215], [-0.212, 0.024, -0.175], [0.113, -0.169, -0.124], [-0.791, 0.095, 0.059], [0.066, -2.224, 0.669], [0.153, 0.162, -0.188], [-0.758, 0.396, -0.423], [0.546, -0.096, 0.470]],
  "nbo_charge": [-0.33, -0.32, 0.21, 0.52, -0.45, -0.51, -0.61, 0.62, 0.23, -0.59, 0.77, 0.17, -0.05, -0.59, 0.13, -0.31, -0.60, 2.60, 0.18, -0.22, -0.72, 0.29, -0.52, -0.59, -0.47, -0.30, 0.48, 0.04, 0.78, 0.16, -0.42, -0.60]
}

***

{
  "formula": "C9H8IN2O",
  "method": "ωB97M-V/def2-TZVPD",
  "e_homo_ev": -3.670,
  "e_lumo_ev": 3.17,
  "orbital_gap_ev": 6.84,
  "charge": -1,
  "relative_energy_kcal_mol": 0.00,
  "species": ["H", "O", "C", "H", "C", "H", "H", "C", "H", "C", "H", "N", "H", "C", "C", "H", "I", "C", "C", "N", "C"],
  "positions_angstrom": [[2.51446, 0.37911, 1.75100], [1.13592, -3.86224, 0.03795], [-0.34365, -0.06813, -0.03986], [-0.72619, 3.11449, 0.70410], [0.87138, 1.95688, 1.47471], [2.26431, -1.83206, 1.30074], [-1.01842, -3.06603, -1.20927], [-0.30580, 2.21107, 0.77361], [-2.80189, 0.81123, -0.62750], [0.81765, -0.29678, 0.72297], [1.40949, 2.81449, 1.92687], [0.78622, -2.64201, 0.09971], [-1.80604, 1.33294, -2.02940], [-0.42083, -2.18017, -0.94181], [1.28477, -1.68367, 0.79464], [-2.25966, 2.59872, -0.87345], [0.80845, -2.19845, -3.34121], [1.51978, 0.76620, 1.33909], [-2.00999, 1.59906, -0.91968], [-0.91945, -1.00132, -0.84081], [-0.80050, 1.24666, -0.10239]],
  "forces_ev_per_angstrom": [[-1.355, 1.445, -0.207], [-0.096, 0.913, 0.432], [1.327, 0.628, -0.302], [-1.393, 3.505, 0.191], [1.435, 1.911, 0.169], [-0.965, -0.425, -0.131], [0.797, 0.474, -0.064], [1.657, -4.024, -0.988], [0.675, 1.689, -0.460], [-0.217, -1.164, -0.605], [-0.508, -0.625, 0.006], [-2.459, -0.462, -2.829], [-0.283, 0.447, 1.662], [0.844, -0.610, 2.278], [1.985, 1.707, 0.529], [-0.883, 1.984, 0.424], [0.309, -0.108, -0.307], [0.493, -2.925, 0.667], [0.388, -4.610, -1.911], [-0.471, -1.031, 0.442], [-1.281, 1.281, 1.005]],
  "nbo_charge": [0.21, -0.53, 0.12, 0.19, -0.23, 0.19, 0.21, -0.24, 0.23, -0.08, 0.20, 0.09, 0.23, 0.27, -0.02, 0.20, -0.68, -0.22, -0.64, -0.53, 0.03]
}

***

{
  "formula": "C9H8IN2O5Zn",
  "method": "ωB97M-V/def2-TZVPD",
  "e_homo_ev": -4.831,
  "e_lumo_ev": 1.64,
  "orbital_gap_ev": 6.47,
  "charge": -1,
  "species": ["N", "H", "C", "C", "H", "I", "H", "C", "C", "O", "O", "O", "H", "H", "C", "O", "O", "C", "C", "H", "N", "H", "C", "C", "Zn", "H"],
  "positions_angstrom": [[0.49030, 2.13925, 3.88257], [-3.12180, -2.68505, -1.31593], [-1.07640, -2.61755, -1.99813], [-1.17170, -3.92115, -2.76313], [-2.92960, -0.54005, -0.06973], [3.55920, 2.13905, 2.26117], [1.54010, 3.96115, 2.29427], [-2.18880, -2.13175, -1.30703], [1.63980, 2.95015, 1.88557], [-0.14090, -4.33485, -3.38123], [-0.14350, 1.31865, 1.88157], [1.53110, 1.27235, -0.53723], [-0.87230, 2.58095, -0.43213], [1.43790, 3.00905, 0.81097], [0.10520, -1.85245, -1.94733], [-2.29620, -4.52495, -2.73533], [2.48520, -0.29855, -1.83723], [1.48420, 0.17285, -1.19433], [0.15190, -0.64505, -1.22413], [1.25550, 2.48975, 4.44387], [-0.96330, -0.19385, -0.55323], [-0.14150, 1.47905, 4.31917], [-2.08280, -0.94085, -0.61483], [0.59930, 2.05485, 2.52237], [-0.14350, 1.31865, 0.08347], [0.99270, -2.19965, -2.47403]],
  "forces_ev_per_angstrom": [[-0.159, -0.311, -0.509], [0.198, -0.016, -0.086], [0.266, 0.861, 0.433], [-0.173, -2.829, -1.672], [0.015, 0.034, 0.008], [0.044, 0.123, -0.080], [0.320, -0.283, 0.124], [0.357, 0.163, -0.057], [-0.867, 0.291, -0.196], [-0.943, 1.262, 1.117], [0.223, -0.066, 3.815], [2.036, -0.913, -0.749], [-0.524, 1.124, -0.133], [0.411, -0.149, 0.264], [-0.074, 0.333, 0.188], [1.140, 1.389, 0.458], [-3.291, 1.115, 1.833], [3.830, -2.075, -2.603], [-0.644, -1.549, -0.723], [-0.172, 0.002, -0.296], [0.574, -3.348, -1.706], [0.184, 0.133, -0.086], [0.339, 0.596, 0.254], [0.455, 0.373, 1.234], [-3.290, 3.641, -0.976], [-0.256, 0.099, 0.146]],
  "nbo_charge": [-0.80, 0.25, -0.05, 0.70, 0.19, 0.15, 0.24, -0.21, -0.66, -0.74, -0.71, -0.89, -0.70, 0.30, -0.17, -0.76, -0.65, 0.72, 0.04, 0.41, -0.65, 0.41, 0.04, 0.70, 1.56, 0.28]
}

***

{
  "formula": "C9H8INO2S",
  "method": "ωB97M-V/def2-TZVPD",
  "e_homo_ev": -9.954,
  "e_lumo_ev": -0.04,
  "orbital_gap_ev": 9.91,
  "relative_energy_kcal_mol": 12.18,
  "species": ["S", "C", "C", "C", "H", "C", "H", "O", "C", "C", "H", "H", "I", "H", "C", "C", "H", "C", "H", "H", "O", "N"],
  "positions_angstrom": [[1.05323, -1.32151, -0.51777], [-2.58623, -0.38708, 1.00773], [-2.89046, 0.67452, 0.22203], [3.69836, -0.21834, -0.67789], [-1.02012, -1.96450, 1.39422], [2.39829, -0.64173, 0.47212], [-3.82837, 1.18522, 0.06355], [1.40402, -1.17133, -1.93104], [-2.00410, 1.15898, -0.70612], [-0.72725, 0.60671, -0.91350], [2.82459, -1.46096, 1.15566], [2.04438, 0.37027, 1.01571], [5.45180, 0.13324, 0.37404], [0.06728, 0.86507, -1.63864], [-0.43718, -0.44956, -0.11999], [3.20323, 0.95106, -1.35478], [3.86956, -1.17208, -1.35567], [-1.31418, -1.03056, 0.80499], [-3.13051, -0.71652, 1.77777], [-2.46054, 1.99174, -1.31107], [0.79580, -2.67014, -0.13224], [2.80638, 1.82773, -1.99103]],
  "forces_ev_per_angstrom": [[0.030, -0.788, -1.897], [4.342, -0.852, -1.719], [-0.399, 0.910, -1.313], [-2.686, -2.891, 1.079], [-0.456, 1.579, -1.000], [2.169, 1.694, -0.267], [-0.530, -0.328, 1.181], [-0.327, 0.793, 1.423], [0.507, 1.419, -1.967], [-0.701, 1.351, -0.452], [-0.891, 1.406, -0.891], [0.969, -2.519, -1.123], [0.671, 0.196, 0.447], [-1.010, 0.433, 0.209], [0.430, -1.741, 0.753], [0.084, 0.257, -1.282], [-0.583, 2.346, 1.215], [-0.809, 0.153, 1.039], [-2.475, -1.304, 2.510], [1.224, -0.867, 0.348], [0.275, -0.963, 1.064], [0.165, -0.285, 0.642]],
  "nbo_charge": [2.15, -0.20, -0.20, -0.50, 0.26, -0.68, 0.23, -0.93, -0.19, -0.19, 0.28, 0.27, 0.21, 0.27, -0.35, 0.23, 0.31, -0.17, 0.21, 0.22, -0.95, -0.28]
}

***

{
  "formula": "C9H8MnN2O4",
  "method": "ωB97M-V/def2-TZVPD",
  "e_homo_ev": [-20.351, -20.306],
  "spin_multiplicity": 5,
  "e_lumo_ev": [-11.29, -15.21],
  "orbital_gap_ev": [9.06, 5.10],
  "charge": 3,
  "relative_energy_kcal_mol": 0.00,
  "species": ["C", "C", "C", "O", "H", "H", "H", "C", "C", "C", "H", "H", "H", "C", "O", "N", "N", "O", "H", "H", "Mn", "C", "C", "O"],
  "positions_angstrom": [[0.26738, 0.39478, 4.22529], [0.03291, 0.67378, -5.17347], [0.50507, 0.83384, 2.92194], [2.97304, -0.14441, 0.00594], [-0.78719, -1.49680, 4.85359], [-1.03735, -1.88192, 2.41013], [0.99342, 1.20020, -5.14544], [1.81454, -0.07275, -0.02944], [-0.41286, -0.81322, 4.10862], [-0.03094, -0.66697, -5.23044], [0.87496, -1.28305, -5.25079], [0.56028, 0.91099, 5.12435], [-0.99122, -1.19317, -5.27117], [0.08580, 1.82435, 0.13732], [-0.14400, -2.98431, 0.06072], [-0.01774, -0.06872, 2.03396], [-0.56544, -1.06586, 2.80464], [0.13010, 2.97930, 0.28362], [-0.87317, 1.28981, -5.16567], [1.01075, 1.73045, 2.59433], [-0.00310, -0.00360, 0.12510], [-0.09094, -1.81964, 0.02787], [-1.81122, 0.08984, -0.07446], [-2.97236, 0.14230, -0.05764]],
  "forces_ev_per_angstrom": [[0.360, 0.638, -0.717], [0.194, 4.069, -0.044], [-0.489, -0.862, 1.054], [-5.210, 0.383, -0.208], [-0.027, -0.035, 0.101], [0.222, 0.457, 0.186], [-0.256, -0.146, -0.056], [8.422, -0.673, -0.219], [0.098, 0.160, -0.479], [-0.192, -4.067, -0.388], [-0.241, 0.172, -0.040], [-0.030, -0.087, 0.090], [0.258, 0.149, -0.034], [0.174, 8.735, 0.437], [0.216, 5.552, -0.111], [-0.103, -0.263, 1.486], [-0.097, -0.058, 0.150], [-0.191, -5.566, -0.782], [0.242, -0.169, -0.050], [-0.008, -0.066, 0.035], [0.043, 0.138, 0.609], [-0.140, -8.756, -0.538], [-8.511, 0.540, -0.348], [5.268, -0.245, -0.136]],
  "lowdin_spin": [0.03, 0.47, 0.02, 0.03, 0.00, 0.00, 0.02, 0.03, 0.07, 0.47, 0.02, 0.00, 0.02, 0.02, 0.04, 0.11, 0.01, 0.04, 0.02, 0.00, 2.50, 0.02, 0.03, 0.04]
}